1.
{"formula": "CH2BrNSi", "method": "wB97M-V/def2-TZVPD", "e_tot_ha": -2957.3767, "gap_ev": [3.4, 3.4], "homo_ev": [-7.947, -7.947], "de_lowest_ev": 5.498, "symbols": ["C", "N", "Si", "Br", "H", "H"], "xyz": [[2.3619, -2.5079, -0.0053], [2.1556, -1.3743, 0.0717], [-0.8454, 1.0601, 0.2269], [-2.9753, 0.3814, 0.0684], [-0.8844, 2.3350, -0.3663], [0.1875, 0.1058, 0.0047]]}



2.
{"formula": "C6H3P", "method": "wB97M-V/def2-TZVPD", "e_tot_ha": -571.4084, "gap_ev": [6.1, 7.5], "homo_ev": [-8.756, -9.841], "de_lowest_ev": 0.263, "symbols": ["C", "C", "C", "C", "C", "C", "P", "H", "H", "H"], "xyz": [[2.3967, -1.8901, -1.0630], [1.2944, 2.1068, -0.1426], [-2.3669, -0.0554, 2.2128], [2.0382, -1.3816, -0.0520], [1.5733, 1.0234, 0.2731], [-1.1728, -0.2123, 1.9022], [1.8968, -0.3641, 1.2971], [2.3752, -2.5438, -1.9492], [0.7542, 2.9327, -0.5322], [-3.2526, 0.1040, 2.7308]]}



3.
{"formula": "C49H38AsFN5O9PTi", "method": "wB97M-V/def2-TZVPD", "e_tot_ha": -6367.4563, "total_charge": -2, "s_squared": 2.09, "gap_ev": [3.8, 5.7], "homo_ev": [-0.468, -2.335], "de_lowest_ev": 0.920, "multiplicity": 3, "symbols": ["Ti", "O", "C", "O", "C", "C", "C", "C", "C", "C", "O", "N", "O", "O", "N", "O", "O", "H", "H", "C", "O", "C", "C", "C", "C", "C", "C", "N", "N", "C", "C", "C", "C", "O", "C", "N", "C", "C", "C", "C", "H", "H", "H", "H", "H", "H", "H", "H", "H", "H", "H", "H", "F", "C", "C", "As", "C", "C", "C", "C", "C", "C", "C", "C", "C", "C", "C", "C", "P", "C", "C", "C", "C", "C", "C", "C", "C", "C", "C", "C", "C", "H", "H", "H", "H", "H", "H", "H", "H", "H", "H", "H", "H", "H", "H", "H", "H", "H", "H", "H", "H", "H", "H", "H", "H"], "xyz": [[0.4812, -0.5945, 0.8532], [-1.0487, 2.5691, 2.0186], [-0.3316, 1.6601, 2.3993], [0.6797, 1.1915, 1.6969], [-0.5343, 0.9305, 3.6873], [-0.5342, 1.5482, 4.9109], [-0.6505, 0.7673, 6.0839], [-0.7610, -0.6263, 5.9625], [-0.7700, -1.2151, 4.7118], [-0.6780, -0.4647, 3.5254], [-0.7214, -0.9300, 2.2729], [-0.8848, -2.6828, 4.6717], [-0.7466, -3.2439, 3.6032], [-1.1126, -3.2701, 5.7173], [-0.6458, 1.3651, 7.3308], [-0.5312, 2.6301, 7.4000], [-0.7521, 0.6337, 8.3651], [-0.4367, 2.6191, 5.0094], [-0.8348, -1.2304, 6.8509], [8.6521, -1.6659, 1.9020], [7.9199, -2.0671, 0.7697], [7.0901, -3.1604, 0.9352], [6.0613, -3.3080, 0.0102], [5.1871, -4.3727, 0.0940], [5.3117, -5.3394, 1.1102], [6.3658, -5.1795, 2.0139], [7.2444, -4.1052, 1.9388], [4.5272, -6.4865, 1.2231], [3.3224, -6.5089, 0.6943], [2.5483, -5.4023, 0.5558], [1.5226, -5.4476, -0.4106], [0.6838, -4.3742, -0.6740], [0.8022, -3.1892, 0.0340], [-0.0028, -2.1073, -0.1585], [1.7488, -3.1230, 1.0605], [1.7688, -1.9566, 1.7797], [2.4972, -1.8641, 2.8760], [3.2766, -2.9257, 3.3229], [3.3380, -4.0831, 2.5660], [2.5981, -4.2123, 1.3863], [9.0594, -0.6812, 1.6785], [9.4811, -2.3499, 2.1168], [8.0113, -1.6004, 2.7866], [5.9486, -2.5616, -0.7667], [4.3861, -4.4608, -0.6279], [6.4838, -5.9223, 2.7944], [8.0381, -4.0166, 2.6692], [1.4301, -6.3645, -0.9788], [-0.0812, -4.4525, -1.4380], [2.4508, -0.9198, 3.4070], [3.8336, -2.8257, 4.2430], [3.9454, -4.9133, 2.8968], [1.9124, -0.1442, -0.2269], [-2.6124, 1.7748, -1.2038], [-3.2187, 2.5240, -0.0343], [-4.8699, 3.5178, -0.4702], [-5.8260, 2.1162, -1.4547], [-6.8604, 1.4662, -0.7880], [-7.5450, 0.4150, -1.3855], [-7.2057, 0.0068, -2.6658], [-6.1820, 0.6535, -3.3463], [-5.4988, 1.7002, -2.7452], [-4.2141, 4.5618, -1.9927], [-5.0517, 4.9181, -3.0464], [-4.5849, 5.7083, -4.0880], [-3.2715, 6.1575, -4.0910], [-2.4308, 5.8207, -3.0398], [-2.9037, 5.0357, -1.9970], [-0.9304, 0.9931, -1.1104], [-1.0700, 0.2022, -2.7613], [-1.2093, -1.1793, -2.8432], [-1.4473, -1.7885, -4.0712], [-1.5494, -1.0261, -5.2228], [-1.4133, 0.3560, -5.1494], [-1.1787, 0.9641, -3.9276], [0.2528, 2.3473, -1.4316], [1.3088, 2.1618, -2.3213], [2.2330, 3.1718, -2.5390], [2.1214, 4.3781, -1.8626], [1.1000, 4.5540, -0.9408], [0.1802, 3.5401, -0.7143], [-2.5808, 2.3970, -2.1025], [-3.2509, 0.9227, -1.4508], [-2.5441, 3.2359, 0.4334], [-3.4958, 1.8428, 0.7719], [-7.1324, 1.7780, 0.2143], [-8.3395, -0.0855, -0.8463], [-7.7310, -0.8174, -3.1323], [-5.9026, 0.3349, -4.3430], [-4.7000, 2.1903, -3.2879], [-6.0765, 4.5641, -3.0669], [-5.2496, 5.9679, -4.9033], [-2.9043, 6.7628, -4.9105], [-1.4000, 6.1532, -3.0284], [-2.2259, 4.7785, -1.1935], [-1.1046, -1.7801, -1.9488], [-1.5443, -2.8661, -4.1182], [-1.7291, -1.5035, -6.1786], [-1.4887, 0.9598, -6.0458], [-1.0712, 2.0419, -3.8812], [1.4222, 1.2160, -2.8347], [3.0512, 3.0058, -3.2288], [2.8457, 5.1658, -2.0315], [1.0327, 5.4721, -0.3697], [-0.5522, 3.6470, 0.0736]]}



4.
{"formula": "C4H9N3S", "method": "wB97M-V/def2-TZVPD", "e_tot_ha": -720.2136, "smiles": "SC[C@@H]1CN=CNN1", "gap_ev": 9.3, "homo_ev": -8.483, "de_lowest_ev": 1.627, "symbols": ["S", "C", "C", "C", "N", "C", "N", "N", "H", "H", "H", "H", "H", "H", "H", "H", "H"], "xyz": [[-2.9372, 0.3156, -0.3961], [-1.2737, -0.3987, -0.5686], [-0.3612, -0.2088, 0.6060], [0.1023, 1.2275, 0.7566], [1.0962, 1.6126, -0.2630], [1.7491, 0.6776, -0.7879], [1.6039, -0.6946, -0.6127], [0.8365, -1.0445, 0.5513], [-3.2714, -0.5289, 0.6101], [-1.3308, -1.5166, -0.7384], [-0.8158, 0.0510, -1.4387], [-0.8293, -0.4895, 1.5912], [-0.7718, 1.8366, 0.6400], [0.5482, 1.3615, 1.7246], [2.5460, 0.8971, -1.5395], [2.5003, -1.1017, -0.5389], [0.6087, -1.9961, 0.4040]]}